Record 1
# C21H63N26O12

A cluster of 12 separate species, C21H63N26O12 in total at a distorted geometry (wB97M-V/def2-TZVPD, OMol25).

Properties
E_tot	-3164.6526	Ha
highest occupied orbital energy	-10.3374	eV
LUMO energy	-4.3	eV
frontier orbital gap	6.03	eV
net charge	+1
spin multiplicity	1

Last column: Löwdin charge in e.
Geometry (Å):
C1 4.639 4.674 1.121  0.17
C2 4.311 4.663 -0.026  -0.16
N1 4.018 4.764 -1.368  0.02
C3 2.524 5.069 -1.559  -0.11
C4 1.617 4.079 -0.836  -0.16
C5 0.270 4.008 -1.605  -0.15
C6 -0.949 3.946 -0.678  -0.17
N2 -1.774 5.146 -0.881  -0.12
C7 -3.222 4.887 -0.743  -0.03
C8 -1.328 6.232 -0.122  -0.51
C9 -1.898 7.590 -0.509  0.01
O1 -0.522 6.146 0.768  0.08
C10 4.745 5.795 -1.943  -0.38
N3 4.615 5.944 -3.227  0.27
N4 5.515 6.647 -1.222  0.18
H1 5.184 4.587 2.024  0.06
H2 2.321 4.996 -2.623  0.11
H3 2.322 6.084 -1.213  0.14
H4 2.075 3.091 -0.789  0.11
H5 1.450 4.425 0.180  0.11
H6 0.305 3.210 -2.345  0.09
H7 0.196 4.946 -2.161  0.11
H8 -0.688 3.791 0.369  0.13
H9 -1.543 3.079 -0.981  0.09
H10 -3.506 3.930 -1.161  0.09
H11 -3.756 5.654 -1.300  0.08
H12 -3.540 4.981 0.297  0.10
H13 -1.469 7.885 -1.465  0.09
H14 -2.972 7.529 -0.659  0.07
H15 -1.679 8.280 0.296  0.08
H16 5.403 6.391 -3.683  0.16
H17 4.264 5.130 -3.721  0.15
H18 5.044 7.406 -0.758  0.14
H19 6.516 6.603 -1.148  0.13
C11 -1.714 1.147 -3.613  -0.69
O2 -1.595 1.292 -2.401  0.00
N5 -1.929 -0.058 -4.193  0.18
N6 -1.636 2.204 -4.483  0.16
H20 -2.034 -0.202 -5.183  0.08
H21 -1.998 -0.856 -3.586  0.12
H22 -1.483 3.113 -4.091  0.09
H23 -1.728 2.110 -5.477  0.10
C12 2.420 -0.490 -3.178  -0.68
O3 2.564 -1.548 -3.756  0.04
N7 1.249 0.213 -3.200  0.17
N8 3.431 0.088 -2.447  0.14
H24 1.112 1.085 -2.727  0.06
H25 0.484 -0.184 -3.718  0.08
H26 4.304 -0.404 -2.405  0.10
H27 3.336 0.955 -1.956  0.07
C13 -4.544 -1.748 -6.085  -0.68
O4 -3.348 -2.041 -6.073  -0.02
N9 -4.999 -0.587 -6.660  0.14
N10 -5.502 -2.530 -5.544  0.15
H28 -5.965 -0.325 -6.684  0.09
H29 -4.319 0.017 -7.079  0.09
H30 -5.207 -3.386 -5.116  0.10
H31 -6.492 -2.311 -5.545  0.06
C14 3.912 1.043 3.681  -0.67
O5 4.708 0.364 3.044  0.00
N11 3.393 0.650 4.871  0.17
N12 3.481 2.262 3.238  0.16
H32 2.744 1.205 5.404  0.08
H33 3.684 -0.241 5.229  0.11
H34 3.842 2.580 2.360  0.05
H35 2.831 2.838 3.741  0.10
C15 8.492 -1.271 3.156  -0.69
O6 9.504 -1.894 3.436  0.01
N13 8.524 -0.071 2.498  0.14
N14 7.245 -1.711 3.474  0.17
H36 7.699 0.451 2.264  0.08
H37 9.424 0.290 2.245  0.10
H38 7.180 -2.587 3.956  0.07
H39 6.403 -1.207 3.252  0.06
C16 3.718 2.972 7.980  -0.68
O7 2.872 2.922 7.099  0.00
N15 4.929 2.355 7.862  0.16
N16 3.516 3.648 9.147  0.15
H40 5.638 2.380 8.570  0.10
H41 5.105 1.848 7.014  0.09
H42 2.634 4.110 9.263  0.11
H43 4.194 3.701 9.882  0.10
C17 -8.658 -4.299 -5.341  -0.65
O8 -7.761 -3.516 -5.018  -0.03
N17 -9.771 -4.475 -4.590  0.17
N18 -8.594 -5.043 -6.477  0.17
H44 -10.508 -5.107 -4.835  0.10
H45 -9.848 -3.949 -3.738  0.08
H46 -7.782 -4.932 -7.053  0.10
H47 -9.312 -5.683 -6.771  0.06
C18 -10.667 -6.236 -9.713  -0.67
O9 -10.553 -6.073 -8.508  0.01
N19 -10.877 -7.464 -10.268  0.15
N20 -10.592 -5.200 -10.598  0.15
H48 -10.973 -7.620 -11.253  0.10
H49 -10.937 -8.246 -9.643  0.10
H50 -10.439 -4.285 -10.219  0.11
H51 -10.683 -5.309 -11.589  0.09
C19 6.477 -4.831 6.733  -0.69
O10 5.508 -5.555 6.842  0.03
N21 6.935 -4.044 7.756  0.15
N22 7.200 -4.738 5.571  0.14
H52 7.734 -3.445 7.678  0.09
H53 6.426 -4.078 8.626  0.08
H54 6.900 -5.301 4.798  0.10
H55 8.004 -4.146 5.462  0.08
C20 6.036 -3.708 11.843  -0.68
O11 5.191 -3.753 10.966  0.02
N23 7.246 -4.339 11.733  0.15
N24 5.843 -3.026 13.012  0.15
H56 7.952 -4.315 12.443  0.09
H57 7.420 -4.856 10.891  0.10
H58 4.966 -2.555 13.127  0.10
H59 6.522 -2.978 13.747  0.09
C21 -9.683 -6.002 -1.228  -0.67
O12 -10.178 -5.073 -1.843  0.01
N25 -9.943 -7.307 -1.539  0.15
N26 -8.830 -5.813 -0.179  0.15
H60 -9.547 -8.085 -1.047  0.09
H61 -10.566 -7.481 -2.304  0.10
H62 -8.618 -4.867 0.074  0.10
H63 -8.412 -6.561 0.339  0.09


Record 2
# C21H63O28P7

A cluster of 7 separate species, C21H63O28P7 in total at a distorted geometry (wB97M-V/def2-TZVPD, OMol25).

Properties
E_tot	-5334.5278	Ha
highest occupied orbital energy	-10.3883	eV
LUMO energy	0.3	eV
frontier orbital gap	10.73	eV
net charge	0
spin multiplicity	1
ΔE to the lowest compared entry with this formula, charge and spin	7.389	eV
structure (SMILES)	COP(=O)(OC)OC.COP(=O)(OC)OC.COP(=O)(OC)OC.COP(=O)(OC)OC.COP(=O)(OC)OC.COP(=O)(OC)OC.COP(=O)(OC)OC

Last column: Löwdin charge in e.
Geometry (Å):
C1 3.895 1.311 -6.618  -0.14
O1 4.521 1.995 -7.636  -0.23
P1 4.992 3.550 -7.571  0.49
O2 5.092 4.154 -6.219  -0.24
O3 6.385 3.445 -8.432  -0.23
C2 7.625 3.178 -7.789  -0.11
O4 3.930 4.249 -8.592  -0.22
C3 3.811 3.808 -9.935  -0.11
H1 4.036 0.234 -6.701  0.09
H2 2.903 1.757 -6.551  0.10
H3 4.251 1.542 -5.613  0.08
H4 8.153 4.112 -7.596  0.09
H5 8.309 2.598 -8.409  0.08
H6 7.566 2.574 -6.883  0.09
H7 3.468 2.773 -9.958  0.09
H8 4.779 3.969 -10.410  0.08
H9 3.221 4.520 -10.512  0.09
C4 -3.932 -3.853 -9.918  -0.15
O5 -3.256 -3.013 -10.744  -0.23
P2 -1.790 -2.394 -10.461  0.56
O6 -1.210 -1.633 -11.653  -0.27
O7 -0.926 -3.687 -9.874  -0.23
C5 -0.710 -4.864 -10.547  -0.15
O8 -2.062 -1.389 -9.182  -0.21
C6 -2.707 -0.235 -9.623  -0.16
H10 -4.753 -3.233 -9.558  0.09
H11 -3.322 -4.069 -9.041  0.10
H12 -4.499 -4.643 -10.411  0.10
H13 -0.849 -4.661 -11.608  0.10
H14 -1.229 -5.748 -10.175  0.09
H15 0.243 -5.309 -10.260  0.09
H16 -3.510 0.068 -8.951  0.09
H17 -3.107 -0.160 -10.634  0.09
H18 -1.977 0.546 -9.409  0.09
C7 7.758 6.971 11.987  -0.10
O9 6.990 5.740 11.854  -0.24
P3 7.502 4.506 10.838  0.45
O10 8.767 3.905 11.274  -0.23
O11 7.734 5.130 9.392  -0.19
C8 7.211 4.592 8.231  -0.15
O12 6.164 3.628 10.713  -0.21
C9 6.134 2.409 11.435  -0.11
H19 7.803 7.153 13.060  0.08
H20 7.207 7.827 11.596  0.09
H21 8.841 6.963 11.862  0.09
H22 6.132 4.669 8.094  0.08
H23 7.352 3.521 8.092  0.09
H24 7.585 5.115 7.351  0.09
H25 7.104 2.021 11.745  0.08
H26 5.604 1.627 10.891  0.09
H27 5.534 2.538 12.335  0.09
C10 -3.698 -4.996 5.252  -0.11
O13 -5.144 -5.007 5.272  -0.22
P4 -5.825 -6.279 4.496  0.45
O14 -4.891 -7.264 3.891  -0.25
O15 -6.921 -6.829 5.515  -0.19
C11 -6.533 -7.807 6.486  -0.11
O16 -6.670 -5.467 3.370  -0.22
C12 -6.740 -5.950 2.028  -0.11
H28 -3.072 -5.882 5.361  0.09
H29 -3.303 -4.323 6.013  0.08
H30 -3.554 -4.497 4.294  0.09
H31 -7.171 -8.629 6.808  0.09
H32 -6.285 -7.382 7.459  0.09
H33 -5.699 -8.416 6.135  0.08
H34 -7.645 -6.547 1.920  0.09
H35 -5.851 -6.534 1.791  0.07
H36 -6.747 -5.156 1.280  0.09
C13 -12.824 6.631 6.619  -0.09
O17 -11.444 6.309 6.281  -0.24
P5 -10.663 7.286 5.244  0.54
O18 -10.945 8.749 5.403  -0.25
O19 -9.153 6.770 5.575  -0.24
C14 -8.510 7.383 6.590  -0.17
O20 -11.178 6.687 3.729  -0.25
C15 -10.833 5.309 3.323  -0.09
H37 -12.959 6.400 7.676  0.08
H38 -13.541 5.973 6.128  0.08
H39 -13.170 7.645 6.421  0.08
H40 -7.634 6.770 6.381  0.10
H41 -8.758 6.976 7.571  0.09
H42 -8.393 8.467 6.593  0.10
H43 -10.033 4.878 3.925  0.08
H44 -10.590 5.359 2.262  0.08
H45 -11.684 4.635 3.430  0.08
C16 6.011 -5.104 -1.835  -0.12
O21 6.446 -5.507 -3.097  -0.23
P6 7.806 -6.353 -3.311  0.51
O22 8.111 -7.551 -2.469  -0.24
O23 7.839 -6.587 -4.945  -0.23
C17 7.666 -5.455 -5.818  -0.11
O24 8.908 -5.130 -3.150  -0.24
C18 10.178 -5.286 -3.714  -0.14
H46 5.313 -5.843 -1.440  0.09
H47 5.463 -4.164 -1.768  0.09
H48 6.877 -5.101 -1.173  0.09
H49 6.743 -5.610 -6.377  0.09
H50 8.524 -5.399 -6.488  0.09
H51 7.513 -4.494 -5.329  0.09
H52 10.495 -6.321 -3.843  0.09
H53 10.915 -4.834 -3.051  0.09
H54 10.221 -4.778 -4.677  0.08
C19 -3.113 1.211 2.459  -0.09
O25 -2.399 0.356 1.519  -0.26
P7 -1.149 0.736 0.490  0.50
O26 -1.336 1.989 -0.321  -0.26
O27 -0.951 -0.680 -0.344  -0.25
C20 -1.957 -1.078 -1.375  -0.06
O28 0.190 0.566 1.370  -0.23
C21 0.315 1.072 2.662  -0.12
H55 -2.529 2.128 2.524  0.07
H56 -3.221 0.889 3.495  0.09
H57 -4.091 1.464 2.050  0.09
H58 -1.313 -1.421 -2.184  0.08
H59 -2.645 -0.269 -1.620  0.08
H60 -2.517 -1.938 -1.007  0.08
H61 1.385 1.205 2.828  0.10
H62 -0.063 0.295 3.328  0.09
H63 -0.336 1.931 2.819  0.08


> What is the formula in the second record?

C21H63O28P7